{"formula": "C24H25AsCl2IN4O4Ti", "method": "the ωB97M-V functional and the def2-TZVPD basis", "relative_energy_kj_mol": 223.3, "total_charge": -2, "e_tot_ev": -156545.65866, "fmax_ev_per_a": 2.1, "lumo_ev": [4.448, 4.447], "spin_multiplicity": 2, "gap_ev": [4.260, 5.444], "e_homo_ev": [0.2, -1.0], "s_squared": 0.767, "elements": ["Ti", "Cl", "C", "C", "C", "N", "C", "O", "C", "C", "C", "C", "C", "N", "C", "C", "C", "Cl", "N", "C", "O", "C", "C", "C", "C", "C", "N", "H", "H", "H", "H", "H", "H", "H", "H", "H", "H", "C", "As", "C", "C", "O", "H", "H", "H", "H", "H", "H", "H", "H", "H", "I", "C", "O", "C", "C", "H", "H", "H", "H", "H", "H"], "positions_angstrom": [[0.09602, -0.09430, 0.09628], [3.26561, -4.23342, 4.28796], [2.78920, -2.82776, 3.38022], [1.49748, -2.76280, 2.87131], [1.06923, -1.63917, 2.17833], [-0.16526, -1.45962, 1.58043], [-1.16263, -2.33161, 1.71542], [-1.20043, -3.37790, 2.38271], [-2.45799, -1.85793, 1.09111], [-3.35123, -1.22742, 1.91347], [-4.60398, -0.80991, 1.46703], [-4.89259, -1.05764, 0.13562], [-4.00991, -1.72052, -0.67431], [-2.77513, -2.16158, -0.22896], [1.95605, -0.52469, 2.04018], [3.27961, -0.66005, 2.47847], [3.67846, -1.79691, 3.15615], [5.31554, -1.89139, 3.74639], [1.46333, 0.65149, 1.60097], [2.08020, 1.38237, 0.65133], [2.04315, 2.62340, 0.58377], [2.65257, 0.56275, -0.43637], [3.71195, 0.94481, -1.23276], [4.13451, 0.12208, -2.26619], [3.38877, -1.06679, -2.49376], [2.31703, -1.35828, -1.69896], [1.91308, -0.59498, -0.66169], [0.82261, -3.59025, 3.02076], [-3.04028, -1.03642, 2.92956], [-5.27777, -0.25907, 2.09955], [-5.83277, -0.74091, -0.29365], [-4.23351, -1.87819, -1.71495], [3.98189, 0.14424, 2.31635], [4.20259, 1.88500, -1.01331], [4.97979, 0.37850, -2.88884], [3.66435, -1.73815, -3.29706], [1.72509, -2.25321, -1.85824], [0.97577, 1.49815, -3.67176], [0.22573, 1.95455, -1.87998], [-1.62841, 2.23598, -2.52331], [0.71522, 3.90240, -2.02317], [-0.82689, -0.45583, -1.16855], [0.62953, 2.18582, -4.44977], [0.68312, 0.47961, -3.92634], [2.06637, 1.53747, -3.62564], [-2.08880, 3.05217, -1.96258], [-1.64849, 2.47669, -3.59024], [-2.19044, 1.32197, -2.32980], [-0.03381, 4.49206, -2.55446], [1.68109, 3.99758, -2.51887], [0.82259, 4.27914, -1.00787], [-1.70455, 1.79778, 1.07372], [-0.59869, -4.58195, -0.28633], [-0.69537, -3.19549, -0.57980], [-1.94079, -2.80655, -1.03056], [-2.31275, -3.17391, -2.43498], [-0.98380, -5.18644, -1.11872], [-1.14564, -4.82624, 0.63175], [0.45838, -4.79502, -0.13820], [-1.46152, -3.66706, -2.89858], [-2.54131, -2.27955, -3.01710], [-3.18182, -3.84570, -2.46442]], "forces_ev_per_a": [[-1.1491, 0.3608, 0.0323], [0.0033, -0.2469, 0.1004], [0.1239, 0.1140, -0.1008], [-0.0666, -0.0630, 0.0016], [0.8342, -0.0027, 0.6134], [0.0751, -0.2077, 0.1455], [-0.8174, -0.2847, 0.2192], [0.1720, 0.3787, -0.1470], [0.0669, -0.0345, 0.7519], [-0.1437, -0.1211, -0.4022], [-0.1089, 0.0233, 0.0147], [0.1246, -0.1030, 0.3324], [-0.6249, 0.2416, -0.6023], [0.8234, -0.7391, -0.2008], [0.6932, -0.8932, 0.8679], [-0.3349, -0.0531, -0.0985], [0.0350, -0.1718, 0.0251], [0.1969, 0.0487, 0.0333], [-0.1893, 1.1437, 0.2372], [0.9743, 1.4543, 0.4040], [0.4094, -0.5652, 0.1435], [0.7123, 0.2633, -0.3441], [-0.1500, -0.0168, 0.3388], [0.1647, 0.0488, -0.2489], [-0.1568, -0.1295, 0.1697], [0.1451, -0.7600, -0.7189], [0.3894, 0.4667, 0.0646], [0.0122, 0.0445, -0.0161], [0.1139, 0.0059, 0.0435], [-0.0749, 0.0725, 0.1098], [-0.0240, 0.0349, -0.1144], [0.1083, -0.0723, -0.0031], [-0.0243, 0.1075, 0.0588], [-0.0462, 0.0318, 0.0444], [0.0493, 0.0295, -0.0159], [-0.0778, -0.0826, 0.0173], [-0.0256, 0.0127, -0.0923], [0.0957, -0.1887, 0.2374], [-0.3781, 1.4619, -1.3304], [-0.0328, -0.1882, 0.1623], [0.1398, -0.4004, 0.4763], [-1.1437, -0.9184, -1.5247], [-0.0958, 0.0091, 0.1935], [-0.0133, -0.0359, -0.0141], [-0.0487, -0.0507, 0.0629], [0.1056, -0.1233, 0.0334], [0.1385, -0.0241, 0.0357], [-0.0030, 0.0390, -0.0196], [-0.0530, -0.2012, -0.0887], [0.0381, -0.0400, -0.0198], [-0.0070, 0.0313, 0.0398], [-0.3079, 0.5318, 0.2598], [-0.1455, -0.2696, 0.0367], [-0.5955, 0.2028, -0.1384], [-0.1255, -0.6836, -0.3382], [0.1052, 0.2884, 0.6618], [0.0876, 0.0458, 0.0145], [0.0736, 0.0590, -0.1443], [0.0397, -0.0074, 0.0063], [0.0203, -0.0258, 0.0049], [-0.0626, 0.1087, -0.1620], [-0.0447, 0.0430, -0.1085]]}

=====

{"formula": "C24H25AsCl2IN4O4Ti", "method": "the ωB97M-V functional and the def2-TZVPD basis", "relative_energy_kj_mol": 100.9, "total_charge": -2, "e_tot_ev": -156546.92802, "fmax_ev_per_a": 2.6, "lumo_ev": [4.319, 4.312], "spin_multiplicity": 2, "gap_ev": [4.068, 6.096], "e_homo_ev": [0.3, -1.8], "s_squared": 0.769, "elements": ["Ti", "Cl", "C", "C", "C", "N", "C", "O", "C", "C", "C", "C", "C", "N", "C", "C", "C", "Cl", "N", "C", "O", "C", "C", "C", "C", "C", "N", "H", "H", "H", "H", "H", "H", "H", "H", "H", "H", "C", "As", "C", "C", "O", "H", "H", "H", "H", "H", "H", "H", "H", "H", "I", "C", "O", "C", "C", "H", "H", "H", "H", "H", "H"], "positions_angstrom": [[-0.21922, -0.47693, -0.42286], [4.00625, -3.92001, 3.77550], [2.55754, -3.37020, 2.96639], [2.69613, -2.60922, 1.80860], [1.56829, -2.15879, 1.14155], [1.53282, -1.44823, -0.06116], [2.56082, -1.34836, -0.91828], [3.75439, -1.58608, -0.72720], [2.08527, -0.93834, -2.29159], [2.95373, -0.33579, -3.18914], [2.47906, 0.03676, -4.43184], [1.15338, -0.23876, -4.74674], [0.36628, -0.85757, -3.79340], [0.80477, -1.19869, -2.58593], [0.26773, -2.47174, 1.64496], [0.15509, -3.24573, 2.79920], [1.30079, -3.68483, 3.45086], [1.11685, -4.64640, 4.89769], [-0.75880, -1.98118, 0.87311], [-2.08699, -2.24231, 1.05986], [-2.60320, -2.94225, 1.94719], [-2.86649, -1.60424, -0.00887], [-4.24292, -1.76290, -0.11162], [-4.93163, -1.19826, -1.16307], [-4.19665, -0.43380, -2.11073], [-2.85388, -0.26834, -1.93877], [-2.15006, -0.84298, -0.92610], [3.67893, -2.37856, 1.42957], [3.97459, -0.16109, -2.87814], [3.12228, 0.53970, -5.14338], [0.73785, 0.03557, -5.70688], [-0.67500, -1.08309, -3.99789], [-0.82874, -3.49638, 3.16443], [-4.73430, -2.34418, 0.65784], [-6.00578, -1.30703, -1.25122], [-4.69202, 0.07381, -2.92783], [-2.28331, 0.37556, -2.59633], [0.13652, 3.71621, -1.50941], [0.15886, 2.37349, -0.02026], [0.37229, 3.95036, 1.33165], [2.11180, 2.09772, -0.17986], [-0.10680, 0.96043, -1.33409], [-0.51586, 4.54568, -1.25573], [-0.22427, 3.22254, -2.41047], [1.16002, 4.07616, -1.65795], [0.95956, 4.73629, 0.84586], [0.91338, 3.61949, 2.22332], [-0.59596, 4.35656, 1.62222], [2.33674, 2.07358, -1.24778], [2.42038, 1.14045, 0.23541], [2.69140, 2.89475, 0.28725], [-2.80383, 2.96139, -0.19064], [-1.91051, 1.45251, 2.82712], [-1.52260, 0.66996, 1.71643], [-0.20633, 0.83305, 1.24755], [0.80348, 0.74866, 2.38301], [-1.48137, 1.06451, 3.75900], [-2.99673, 1.39682, 2.88390], [-1.61956, 2.49919, 2.70094], [0.82665, 1.65422, 3.00013], [1.81403, 0.56721, 2.02456], [0.53487, -0.09033, 3.03008]], "forces_ev_per_a": [[-1.0155, -1.9895, -0.4544], [0.0178, 0.0065, -0.0034], [-0.0534, -0.0521, 0.0743], [-0.0237, 0.0941, -0.0554], [-0.0192, -0.2711, 0.2368], [0.7454, -0.2135, -0.0302], [0.0023, -0.2887, 0.4476], [0.0207, 0.0472, -0.1533], [-0.1552, -0.0706, -0.2457], [0.1599, 0.0061, 0.0274], [-0.1683, -0.0516, 0.0239], [0.2212, 0.0212, -0.0132], [-0.2926, -0.1072, -0.0320], [0.5041, 0.2217, 0.0134], [-0.0027, -0.1553, -0.0675], [0.0237, 0.0592, 0.0063], [0.0870, 0.0490, -0.0419], [-0.0183, -0.0125, 0.0171], [-0.0409, -0.4196, 0.5219], [-0.2496, -0.0468, -0.1178], [0.1034, -0.0030, -0.0016], [-0.0728, -0.2624, 0.1358], [0.0216, 0.0276, -0.1203], [-0.0821, -0.0370, 0.0306], [0.1320, -0.0260, 0.0446], [-0.2099, 0.0788, -0.1353], [-0.1588, -0.1870, 0.2875], [-0.0062, 0.0107, -0.0276], [-0.0083, -0.0005, 0.0134], [0.0134, -0.0022, -0.0024], [-0.0430, -0.0238, 0.0083], [-0.0131, 0.0575, 0.0499], [0.0086, 0.0004, 0.0056], [0.0198, -0.0164, 0.0066], [0.0081, -0.0034, 0.0036], [0.0166, 0.0212, -0.0002], [0.0353, 0.0152, 0.0438], [-0.2001, -0.2874, -0.1433], [0.9761, 2.1556, 0.9535], [0.1065, -0.2972, -0.1116], [0.1542, -0.2661, -0.1285], [0.3090, 1.6785, -1.3722], [-0.0452, -0.0552, 0.0846], [-0.0037, 0.0255, 0.0315], [0.0136, -0.1098, 0.1034], [0.0000, -0.0165, -0.0034], [-0.0294, 0.0227, -0.0277], [-0.0448, -0.0588, -0.0805], [-0.0213, 0.0159, 0.0061], [0.0395, 0.0278, 0.0086], [-0.0973, 0.0446, 0.0707], [-0.6823, 0.2522, -0.0735], [-0.0078, 0.0632, 0.0014], [0.1550, 0.1481, -0.0179], [-0.0877, 0.0377, 0.2219], [-0.0177, 0.2384, -0.0372], [0.0271, -0.0348, -0.0088], [0.0097, 0.0226, -0.0252], [-0.0482, -0.0117, 0.0048], [0.0064, -0.0445, 0.0477], [0.0077, 0.0032, 0.0241], [-0.0263, -0.0305, -0.0250]]}